Density functional theory data (wB97M-V/def2-TZVPD) for a structure of composition C22H23F10LiN5S at a distorted geometry.

Calculated values
ΔE to the lowest compared entry with this formula, charge and spin   43.1 kJ/mol
Orbital gap   6.22 eV
Molar mass   586.45 g mol⁻¹
Maximum force   1.25 eV/Å

```
! RIJCOSX wB97M-V def2-TZVPD def2/J DEFGRID3
* xyz -1 1
Li 0.877 0.084 -0.103
C 1.768 -0.621 -3.478
N 1.795 -0.686 -2.033
C 1.449 -2.004 -1.555
C -0.073 -2.128 -1.480
N -0.585 -1.070 -0.655
C -1.587 -0.303 -1.014
C -2.050 0.629 -0.037
F -1.385 0.621 1.157
C -3.103 1.492 -0.200
F -3.478 2.305 0.808
C -3.817 1.511 -1.397
F -4.885 2.328 -1.567
C -3.421 0.630 -2.395
F -4.087 0.619 -3.571
C -2.375 -0.250 -2.211
F -2.112 -1.075 -3.271
C 3.018 -0.133 -1.498
C 2.884 1.382 -1.360
N 1.808 1.721 -0.469
C 0.868 2.582 -0.804
C 0.465 3.087 -2.079
F 0.986 2.568 -3.230
C -0.508 4.051 -2.245
F -0.819 4.465 -3.494
C -1.166 4.614 -1.161
F -2.070 5.609 -1.331
C -0.837 4.143 0.110
F -1.438 4.677 1.195
C 0.124 3.174 0.260
F 0.417 2.750 1.518
H 2.006 0.385 -3.810
H 2.495 -1.317 -3.934
H 0.776 -0.868 -3.846
H 1.860 -2.803 -2.197
H 1.846 -2.129 -0.548
H -0.477 -2.152 -2.491
H -0.314 -3.093 -1.009
H 3.186 -0.537 -0.497
H 3.893 -0.375 -2.128
H 3.813 1.753 -0.902
H 2.802 1.838 -2.348
C -1.315 -2.953 2.318
N 0.095 -2.946 2.657
C 0.795 -4.137 2.232
C 0.801 -1.773 2.717
S 2.303 -1.644 2.007
N 0.323 -0.787 3.491
C 0.957 0.506 3.551
C -0.735 -0.977 4.451
H -1.451 -3.320 1.298
H -1.733 -1.952 2.351
H -1.855 -3.612 3.006
H 0.240 -5.002 2.598
H 1.799 -4.135 2.655
H 0.883 -4.202 1.142
H 1.535 0.684 2.646
H 1.623 0.566 4.418
H 0.188 1.271 3.629
H -0.842 -2.035 4.685
H -1.687 -0.587 4.084
H -0.476 -0.441 5.365
*
```